# 1
{
  "formula": "C24H27Cl51O4",
  "method": "ωB97M-V/def2-TZVPD",
  "species": ["O", "C", "O", "C", "C", "C", "C", "C", "C", "O", "O", "H", "H", "H", "H", "H", "H", "H", "H", "H", "H", "C", "Cl", "Cl", "Cl", "H", "C", "Cl", "Cl", "Cl", "H", "C", "Cl", "Cl", "Cl", "H", "C", "Cl", "Cl", "Cl", "H", "C", "Cl", "Cl", "Cl", "H", "C", "Cl", "Cl", "Cl", "H", "C", "Cl", "Cl", "Cl", "H", "C", "Cl", "Cl", "Cl", "H", "C", "Cl", "Cl", "Cl", "H", "C", "Cl", "Cl", "Cl", "H", "C", "Cl", "Cl", "Cl", "H", "C", "Cl", "Cl", "Cl", "H", "C", "Cl", "Cl", "Cl", "H", "C", "Cl", "Cl", "Cl", "H", "C", "Cl", "Cl", "Cl", "H", "C", "Cl", "Cl", "Cl", "H", "C", "Cl", "Cl", "Cl", "H"],
  "positions_angstrom": [[0.74136, 5.57990, -0.39620], [0.40658, 4.27247, -0.44928], [1.39281, 3.17615, -0.70497], [-1.15410, 3.82279, -0.20220], [-2.16690, 5.09500, 0.13730], [-3.59228, 4.43468, 0.60534], [-5.01292, 5.06858, 0.09053], [-5.64267, 3.90284, -0.92976], [-5.05477, 2.53541, -0.19349], [-5.66521, 1.34328, -0.12862], [-3.75032, 3.00455, 0.29980], [0.96872, 2.31902, -0.34572], [-1.60096, 3.30172, -1.16288], [-1.14407, 3.09308, 0.73798], [-2.21973, 5.76785, -0.82014], [-1.75747, 5.77821, 1.01838], [-3.54727, 4.44456, 1.77441], [-5.69641, 5.09185, 1.06086], [-5.00419, 6.06440, -0.53957], [-5.02114, 3.99164, -1.93014], [-6.82189, 3.89917, -1.04665], [2.52570, 1.29160, -3.61444], [2.78631, 0.25804, -2.19911], [4.07281, 1.72491, -4.36168], [1.47220, 0.48458, -4.78852], [2.03351, 2.20998, -3.28431], [-0.49383, -3.35360, -4.54163], [-1.44559, -4.21782, -3.32237], [0.72230, -2.32405, -3.76659], [0.27694, -4.49701, -5.65436], [-1.16928, -2.71533, -5.11697], [4.67303, -3.63219, -1.90096], [3.01848, -3.27507, -2.42467], [5.48312, -4.68506, -3.07351], [5.59041, -2.13354, -1.67278], [4.62550, -4.15615, -0.94290], [-3.15128, 0.07953, -4.05451], [-3.99163, 1.60425, -4.38371], [-3.64387, -1.16547, -5.21510], [-1.39561, 0.31416, -4.10161], [-3.42708, -0.25615, -3.05156], [3.71427, -4.36968, -7.22025], [5.39856, -4.71896, -7.64513], [3.57283, -3.99579, -5.49402], [3.09031, -3.03146, -8.19976], [3.11457, -5.25901, -7.43026], [0.14484, 3.18182, 4.03874], [0.71448, 2.89767, 2.38523], [1.44907, 3.83976, 5.04161], [-1.25011, 4.27440, 4.03697], [-0.16774, 2.22493, 4.46455], [-3.51392, -7.70652, -3.27276], [-3.26546, -6.57362, -4.61222], [-2.10032, -8.75654, -3.07572], [-3.85150, -6.82936, -1.77067], [-4.37826, -8.33302, -3.50740], [7.05902, -8.26020, -2.84136], [6.08480, -7.86277, -1.41577], [6.58252, -7.25486, -4.22045], [8.78434, -8.05896, -2.49153], [6.87987, -9.30693, -3.10003], [12.08608, -5.94331, -2.65194], [12.33454, -4.81042, -3.99141], [13.49968, -6.99334, -2.45491], [11.74850, -5.06616, -1.14986], [11.22174, -6.56982, -2.88659], [-1.06503, 5.15318, 8.01402], [-1.03727, 3.50376, 7.36750], [-2.11229, 5.24473, 9.44039], [0.57518, 5.69344, 8.41083], [-1.47006, 5.81729, 7.24620], [-8.89236, 5.29218, 2.42459], [-9.88903, 5.80173, 1.05114], [-7.79989, 3.98108, 1.94795], [-7.97416, 6.66353, 3.06951], [-9.55403, 4.92035, 3.21109], [-0.15232, 7.40425, -3.37004], [-0.00455, 9.09998, -2.87811], [-1.84360, 7.00052, -3.71099], [0.86290, 7.07623, -4.78473], [0.19242, 6.77512, -2.54542], [9.75788, -6.84749, 2.14864], [8.27923, -6.55559, 3.08017], [9.38663, -6.99524, 0.42238], [10.93258, -5.54974, 2.42346], [10.19854, -7.78843, 2.48790], [11.54768, -1.49102, 0.93405], [11.69545, 0.20471, 1.42598], [9.85640, -1.89474, 0.59310], [12.56290, -1.81904, -0.48064], [11.89242, -2.12014, 1.75867], [-14.02230, 4.69823, 1.89705], [-13.45265, 4.41408, 0.24354], [-12.71807, 5.35618, 2.89992], [-15.41725, 5.79082, 1.89527], [-14.33487, 3.74134, 2.32285], [-4.81545, -7.23296, 1.95678], [-3.82131, -5.76889, 1.87013], [-4.15651, -8.36250, 3.15243], [-6.49427, -6.82266, 2.34772], [-4.79870, -7.71906, 0.97796], [-3.62233, 3.75903, 13.06400], [-5.27687, 4.11616, 12.54029], [-2.81223, 2.70617, 11.89145], [-2.70495, 5.25769, 13.29218], [-3.66986, 3.23508, 14.02206]],
  "forces_ev_per_a": [[-1.527, -8.770, -0.751], [0.944, 4.872, 0.316], [-3.434, 1.687, 1.516], [0.178, 0.264, 0.410], [0.630, -0.596, -0.442], [-0.951, 0.798, 0.671], [-1.016, -0.788, -0.299], [1.248, -0.445, 1.190], [-2.628, -1.752, -0.663], [4.998, 7.545, 0.011], [-1.835, -2.180, -0.455], [0.729, 1.868, -0.980], [1.215, 0.801, 2.022], [-0.165, 1.409, -2.376], [-0.165, -1.337, 1.796], [-0.842, -1.663, -1.893], [-0.246, 0.118, -2.149], [1.395, 0.477, -2.380], [0.290, -1.855, 1.779], [-1.646, -0.318, 1.792], [2.765, 0.026, 0.184], [0.050, 0.245, -0.053], [-0.106, 0.156, -0.117], [-0.235, -0.050, 0.135], [0.647, 0.561, -0.056], [0.178, -0.300, -0.067], [-0.026, 0.040, 0.088], [0.213, 0.360, -0.057], [-0.790, -0.375, -0.339], [-0.353, 0.075, 0.072], [0.212, -0.182, 0.198], [0.105, -0.056, 0.094], [0.684, -0.313, 0.421], [-0.064, 0.342, 0.722], [-0.077, -0.147, 0.043], [0.053, 0.171, -0.327], [-0.005, 0.040, 0.218], [0.053, -0.154, 0.077], [0.045, 0.081, 0.128], [-0.650, -0.027, 0.048], [0.043, 0.105, -0.341], [-0.150, 0.029, 0.178], [-0.149, -0.035, 0.025], [0.081, -0.040, -0.682], [0.030, -0.167, 0.060], [0.214, 0.302, 0.044], [0.089, -0.035, 0.274], [0.213, -0.037, 0.497], [-0.141, -0.121, -0.303], [0.079, -0.078, -0.193], [0.084, 0.329, -0.155], [-0.031, -0.096, -0.178], [-0.255, -0.419, 0.080], [-0.206, 0.109, -0.018], [0.012, -0.024, -0.092], [0.309, 0.223, 0.103], [-0.201, 0.048, -0.050], [0.151, -0.148, -0.151], [0.228, -0.521, -0.079], [-0.142, -0.152, -0.189], [0.095, 0.373, 0.096], [-0.085, 0.037, 0.075], [-0.071, -0.159, 0.134], [-0.175, 0.054, -0.029], [0.077, -0.201, -0.348], [0.303, 0.234, 0.048], [-0.043, 0.117, -0.006], [-0.142, 0.076, 0.318], [0.145, 0.033, -0.259], [-0.205, -0.048, -0.094], [0.158, -0.246, 0.234], [-0.114, 0.049, -0.048], [0.277, -0.077, 0.134], [-0.323, -0.053, 0.182], [-0.100, -0.154, -0.026], [0.221, 0.106, -0.269], [0.203, -0.006, 0.123], [-0.031, -0.245, -0.035], [0.083, -0.027, 0.060], [-0.130, 0.001, 0.184], [-0.097, 0.206, -0.194], [-0.012, -0.062, -0.100], [0.178, -0.066, -0.081], [-0.042, -0.081, 0.509], [-0.057, -0.138, 0.024], [-0.144, 0.349, -0.108], [0.020, -0.033, -0.009], [-0.003, -0.202, 0.004], [0.210, -0.017, 0.067], [-0.089, 0.124, 0.255], [-0.125, 0.223, -0.285], [-0.070, -0.075, -0.031], [-0.068, -0.008, 0.217], [-0.274, -0.098, 0.040], [0.182, -0.179, 0.031], [0.119, 0.344, -0.151], [-0.007, -0.035, -0.035], [-0.112, -0.186, -0.061], [-0.071, 0.106, -0.182], [0.192, -0.066, -0.094], [0.005, 0.168, 0.333], [0.015, -0.069, 0.052], [0.179, -0.056, 0.091], [-0.115, 0.072, 0.221], [-0.102, -0.182, 0.001], [0.014, 0.196, -0.343]],
  "mulliken_charge": [-0.60, 0.33, -0.47, -0.16, -0.33, 0.36, -0.14, -0.44, 0.43, -0.62, -0.37, 0.40, 0.25, 0.24, 0.08, 0.27, 0.02, -0.10, 0.31, 0.26, 0.27, 0.21, -0.12, -0.13, -0.14, 0.13, 0.10, -0.09, 0.08, -0.14, 0.11, -0.14, -0.04, -0.05, -0.13, 0.31, -0.02, -0.13, -0.15, 0.01, 0.29, -0.09, -0.14, 0.08, -0.13, 0.30, -0.05, -0.07, -0.09, -0.09, 0.34, -0.03, -0.08, -0.12, -0.09, 0.34, -0.06, -0.11, -0.12, -0.10, 0.35, 0.39, -0.13, -0.13, -0.01, -0.08, 0.05, -0.13, -0.08, -0.12, 0.27, 0.07, -0.11, -0.11, -0.14, 0.28, 0.57, -0.13, -0.14, -0.13, -0.18, -0.08, -0.13, 0.01, -0.10, 0.32, 0.08, -0.14, -0.09, -0.11, 0.24, 0.05, -0.12, -0.10, -0.12, 0.29, 0.23, -0.12, -0.12, -0.12, 0.13, -0.02, -0.12, -0.09, -0.11, 0.33],
  "homo_lumo_gap_ev": 10.5,
  "homo_ev": -10.4618
}

---

# 2
{
  "formula": "C2H4BiF3O2S",
  "method": "ωB97M-V/def2-TZVPD",
  "species": ["C", "H", "H", "H", "Bi", "H", "S", "O", "O", "C", "F", "F", "F"],
  "positions_angstrom": [[-1.76266, -1.02940, -1.61260], [-2.75046, -1.33443, -1.24377], [-2.10036, -0.52562, -2.53758], [-1.24227, -1.99264, -1.45703], [-1.75707, 0.67053, 0.96374], [-0.69514, -0.27783, -1.48044], [0.85525, 1.63977, 0.75596], [0.11185, 0.92099, -0.41687], [-0.13857, 1.47001, 1.92317], [2.14043, 0.33355, 1.19614], [3.24043, 0.58060, 0.50518], [2.39757, 0.42170, 2.49026], [1.70097, -0.87725, 0.91384]],
  "forces_ev_per_a": [[2.515, 1.569, 0.403], [-0.159, 0.921, 1.284], [0.615, -1.084, -0.406], [-0.064, 0.212, -1.378], [-0.551, -1.331, -2.379], [-3.542, -1.750, 0.558], [2.553, 1.169, -1.351], [-1.109, 0.639, 2.241], [-0.314, -0.146, 0.859], [2.088, -1.056, 0.690], [-0.933, 0.278, 0.033], [-0.501, 0.325, -0.460], [-0.598, 0.256, -0.095]],
  "mulliken_charge": [-1.51, 0.50, 0.42, 0.45, 1.72, 0.49, 0.71, -0.59, -0.47, 0.80, -0.15, -0.17, -0.18],
  "charge": 2,
  "homo_lumo_gap_ev": [6.6, 6.6],
  "homo_ev": [-19.5304, -19.5310]
}

---

# 3
{
  "formula": "C18H42NO3S",
  "method": "ωB97M-V/def2-TZVPD",
  "species": ["C", "C", "C", "C", "C", "C", "C", "C", "C", "C", "C", "C", "C", "C", "C", "N", "H", "H", "H", "H", "H", "H", "H", "H", "H", "H", "H", "H", "H", "H", "H", "H", "H", "H", "H", "H", "H", "H", "H", "H", "H", "H", "H", "H", "H", "H", "H", "H", "H", "H", "O", "S", "O", "O", "C", "C", "C", "H", "H", "H", "H", "H", "H", "H", "H"],
  "positions_angstrom": [[-1.20921, 0.36076, 2.10427], [-2.66732, 0.55311, 1.68141], [-3.52136, -0.71984, 1.77729], [-2.92885, -1.91468, 1.02853], [-3.13586, -1.81960, -0.48836], [-1.96713, -2.36351, -1.32760], [-1.18751, -1.23291, -1.99050], [0.00154, -1.68033, -2.83474], [1.03238, -0.58286, -3.14516], [1.83132, -0.02715, -1.94484], [1.35277, 1.24921, -1.21642], [0.93842, 2.41878, -2.12985], [-0.56647, 2.72426, -2.07430], [-1.16630, 3.54424, -3.23507], [-0.21184, 4.46157, -3.98687], [0.56810, 3.69131, -5.05688], [-1.12681, -0.28732, 2.98008], [-0.74100, 1.31588, 2.35643], [-0.60976, -0.09681, 1.31114], [-2.70778, 0.93686, 0.65183], [-3.12540, 1.32572, 2.30545], [-4.51247, -0.50250, 1.35869], [-3.68194, -0.96998, 2.82959], [-1.85268, -1.96432, 1.23062], [-3.34955, -2.84370, 1.42214], [-3.26492, -0.75621, -0.73850], [-4.07329, -2.30407, -0.77222], [-2.31284, -3.08312, -2.07568], [-1.27492, -2.90398, -0.67121], [-0.84952, -0.56811, -1.19184], [-1.87776, -0.65034, -2.61805], [-0.37636, -2.07753, -3.78309], [0.51422, -2.51625, -2.34391], [1.75622, -1.00235, -3.84979], [0.52896, 0.22629, -3.69971], [1.90076, -0.83139, -1.20317], [2.85998, 0.15765, -2.27270], [2.17113, 1.58486, -0.57485], [0.53269, 1.01576, -0.53411], [1.26075, 2.17410, -3.14903], [1.50107, 3.31414, -1.84288], [-0.76726, 3.24578, -1.13449], [-1.11206, 1.78322, -2.01389], [-1.97305, 4.18011, -2.86409], [-1.64826, 2.87943, -3.96571], [0.53862, 4.91015, -3.33771], [-0.73640, 5.25690, -4.51269], [0.39997, 2.68814, -4.95368], [1.57489, 3.83351, -4.97964], [0.28641, 3.96316, -5.99864], [1.03741, -1.51593, 3.53027], [2.22296, -2.30321, 3.71149], [2.08176, -3.69012, 4.02236], [3.15288, -1.59244, 4.77333], [2.54325, -1.18708, 6.03411], [2.37915, -2.34636, 6.98906], [3.28378, -2.12523, 2.32078], [1.59490, -0.69840, 5.81125], [3.23427, -0.44132, 6.41961], [1.64117, -3.06104, 6.62955], [2.05164, -1.96405, 7.95636], [3.32625, -2.86760, 7.12401], [3.41825, -1.06709, 2.11527], [2.78781, -2.62626, 1.49216], [4.23016, -2.60987, 2.54481]],
  "forces_ev_per_a": [[-0.058, 0.038, 0.005], [-0.031, -0.020, -0.074], [-0.082, 0.093, -0.104], [0.168, 0.026, 0.059], [-0.042, 0.199, -0.073], [0.039, -0.103, 0.064], [0.014, 0.058, -0.068], [0.065, 0.045, -0.015], [-0.118, 0.048, -0.030], [-0.019, -0.057, 0.040], [-0.051, -0.109, 0.018], [0.053, 0.061, -0.035], [0.065, 0.010, 0.033], [-0.033, -0.036, -0.130], [0.099, 0.104, 0.115], [-0.038, -0.071, 0.008], [0.014, 0.068, -0.069], [-0.019, -0.035, -0.041], [-0.031, -0.034, 0.094], [0.037, 0.005, 0.093], [-0.019, -0.044, -0.036], [0.022, -0.042, 0.124], [0.119, -0.004, -0.018], [-0.103, -0.036, 0.074], [0.012, 0.021, -0.102], [-0.038, -0.148, -0.038], [0.035, 0.007, 0.061], [0.032, 0.083, -0.019], [-0.084, -0.082, -0.092], [0.033, 0.111, 0.070], [0.084, 0.032, 0.070], [0.069, -0.042, 0.054], [-0.003, 0.099, 0.034], [-0.056, 0.019, 0.010], [0.008, -0.009, 0.092], [0.067, 0.101, -0.003], [-0.084, -0.003, -0.038], [-0.033, -0.097, -0.011], [-0.058, 0.024, -0.059], [0.006, -0.066, -0.013], [-0.048, -0.038, -0.067], [0.031, -0.066, -0.041], [-0.051, -0.046, 0.008], [0.031, -0.076, 0.013], [0.046, 0.073, 0.038], [-0.095, 0.001, -0.003], [0.018, -0.059, 0.018], [0.008, -0.005, -0.013], [0.024, 0.036, 0.019], [-0.027, -0.013, -0.009], [0.015, 0.046, -0.060], [-0.055, -0.024, 0.057], [0.030, -0.048, -0.009], [0.011, -0.022, 0.006], [-0.041, 0.067, 0.066], [0.028, -0.025, -0.035], [0.012, 0.011, -0.019], [-0.002, -0.009, -0.018], [0.023, -0.021, -0.006], [-0.003, 0.006, -0.007], [-0.005, -0.001, 0.005], [0.001, 0.009, 0.019], [0.007, 0.002, -0.005], [0.000, -0.006, 0.000], [0.002, -0.003, -0.007]],
  "mulliken_charge": [-0.89, -0.27, -1.09, -0.44, -0.76, -1.04, 0.77, -1.06, -0.34, -0.88, -0.18, -0.34, 0.34, -1.08, -0.63, -0.22, 0.33, 0.51, -0.03, 0.13, 0.37, 0.37, 0.40, 0.19, 0.38, 0.35, 0.44, 0.41, 0.42, -0.53, 0.23, 0.41, 0.36, 0.34, 0.02, 0.38, 0.41, 0.50, -0.44, -0.04, 0.41, 0.46, -0.22, 0.42, 0.43, 0.30, 0.44, 0.24, 0.37, 0.39, -0.54, 1.14, -0.62, -0.31, -0.29, -0.99, -0.98, 0.29, 0.27, 0.30, 0.39, 0.27, 0.30, 0.35, 0.39],
  "charge": 1,
  "homo_lumo_gap_ev": 8.9,
  "homo_ev": -12.3489
}